# 1
130
Properties=species:S:1:pos:R:3:mulliken_charge:R:1 method="wB97M-V/def2-TZVPD" orbital_gap_ha=0.125 max_force_ev_per_a=3.4 total_charge=0 homo_ev=-9.4
Al -2.37395 14.87182 24.55760 0.9791
F -0.87756 13.20813 26.72016 -0.2865
F -5.19213 15.62458 25.48778 -0.3974
F -1.97847 14.69998 21.65651 -1.0190
C 0.58421 11.07056 23.03734 -0.9604
C -0.76626 11.18599 23.79566 0.0833
O -1.47605 12.35346 23.42033 1.0747
H 0.78482 9.99987 23.07604 0.4787
H 1.42461 11.48939 23.59088 -0.1021
H 0.53418 11.36810 21.98993 0.1510
H -0.53630 11.14639 24.86039 -0.2793
H -1.33592 10.26797 23.65130 0.4761
H -1.59149 12.21514 22.47738 0.1550
C -5.57461 12.56370 26.98944 -0.6716
C -4.81124 11.68561 26.00254 -0.0669
O -3.54709 12.25283 25.93817 -0.0715
H -5.97401 13.51445 26.63638 0.0286
H -4.99744 12.80856 27.88109 0.1249
H -6.45768 12.00127 27.29268 0.4236
H -5.26509 11.72261 25.01222 -0.1283
H -4.81641 10.61939 26.22892 0.4373
H -2.92016 11.87360 26.55844 0.0441
C 2.54738 14.53979 23.05260 -1.2869
C 1.23483 15.28791 23.32516 0.6552
O 0.64700 14.97040 24.53033 -0.3409
H 2.29751 13.47885 23.04424 0.1781
H 3.30403 14.81448 23.78753 0.3961
H 2.93377 14.59288 22.03476 0.4086
H 0.49683 15.09487 22.54657 -0.4549
H 1.39290 16.36271 23.41426 0.2913
H 1.33787 14.65632 25.11826 0.0364
C -6.54877 19.75394 27.74867 -1.3692
C -6.64732 18.55120 26.78610 -0.0085
O -5.39425 18.27276 26.33545 -0.3616
H -7.54760 19.78931 28.18362 0.3698
H -6.46170 20.64424 27.12585 0.2921
H -5.74366 19.73981 28.48331 0.3295
H -7.43131 18.86732 26.09797 0.2298
H -7.08784 17.65050 27.21364 0.3550
H -5.47832 17.33423 26.15188 0.0930
C -4.28166 18.77921 21.76089 -1.5959
C -4.13735 17.60144 22.67822 0.6959
O -2.78960 17.45465 23.06332 0.0272
H -3.82348 19.65923 22.21228 0.3369
H -5.36072 18.89645 21.66090 0.4706
H -3.90091 18.61083 20.75354 0.3404
H -4.42626 16.65988 22.21123 -0.2449
H -4.80788 17.76297 23.52227 0.2009
H -2.19241 17.66718 22.34235 0.1075
C -5.15041 12.35025 21.55058 -0.9074
C -5.95319 13.24146 22.53947 -0.2968
O -5.05002 13.67714 23.52029 0.1297
H -5.80473 12.27635 20.68196 0.3777
H -4.87262 11.36586 21.92731 0.4294
H -4.15382 12.76620 21.40265 -0.0097
H -6.79775 12.69310 22.95673 0.3283
H -6.40422 14.10959 22.05882 0.3723
H -5.53575 14.23128 24.13560 -0.2883
C 2.37715 10.65379 26.35625 -1.1205
C 2.43384 12.24331 26.36980 0.5451
O 1.69732 12.68984 27.44808 -0.5228
H 1.37861 10.33091 26.06164 0.1172
H 2.56471 10.22237 27.33950 0.3659
H 3.07895 10.30868 25.59698 0.3796
H 2.05288 12.64792 25.43212 -0.4130
H 3.48287 12.48021 26.54739 0.3980
H 0.79021 12.84430 27.17444 0.0666
C -2.44871 16.92855 29.17828 -1.0824
C -3.17308 15.64899 28.79822 -0.2358
O -2.79720 15.11151 27.57774 0.6358
H -2.58746 17.62246 28.34923 0.0354
H -1.41014 16.68474 29.40196 0.3026
H -3.03104 17.31481 30.01481 0.4591
H -4.25826 15.70421 28.88443 0.3444
H -2.86083 14.95201 29.57592 0.2450
H -2.28786 14.31726 27.75473 -0.2349
C 1.71551 16.63750 20.02304 -0.7468
C 0.36322 17.24898 19.97410 -0.4766
O -0.48514 17.04724 21.17431 -0.3451
H 1.62805 15.57944 20.26991 0.0277
H 2.25098 17.21240 20.77859 0.2084
H 2.17813 16.82105 19.05330 0.4638
H -0.22305 16.81032 19.16665 0.2413
H 0.29720 18.25453 19.55867 0.4534
H -0.94066 16.20296 21.13846 0.0682
C -4.69677 15.76682 18.04519 -1.6122
C -4.18714 15.09778 19.27628 0.9416
O -3.04967 15.84070 19.63869 -0.4426
H -4.86660 16.84043 18.12662 0.3226
H -5.67035 15.34727 17.79183 0.3950
H -4.05166 15.84433 17.17002 0.3632
H -3.95945 14.03736 19.16774 -0.1430
H -4.90757 15.30105 20.06860 -0.1056
H -2.71148 15.45800 20.45157 0.2363
C -1.75872 11.49532 31.12163 -1.3743
C -1.27631 12.10328 29.80864 1.0357
O -1.09939 11.08877 28.84204 -0.5959
H -1.03999 11.10805 31.84380 0.3325
H -2.45484 10.67894 30.92916 0.3414
H -2.32091 12.20957 31.72322 0.3538
H -0.40027 12.72291 30.00031 0.2246
H -2.01010 12.80868 29.41872 -0.5681
H -0.99359 11.62490 28.05276 0.0188
C 0.02747 19.23359 27.01370 -1.4310
C -0.20018 17.82383 26.47614 0.0237
O -1.33637 17.60473 25.72801 0.0446
H -0.80423 19.64912 27.58267 0.3293
H 0.30236 19.93387 26.22495 0.3803
H 0.97229 19.29697 27.55349 0.4131
H -0.34153 17.09096 27.27050 0.1038
H 0.56581 17.34212 25.86842 0.1769
H -1.95713 18.26949 26.03517 0.0154
C -9.60737 15.10655 23.74550 -0.9563
C -8.66206 16.15967 24.43781 0.1337
O -8.01415 15.45006 25.48429 -0.5358
H -10.16131 15.67605 22.99924 0.3740
H -10.30051 14.52844 24.35660 0.3110
H -8.85080 14.53858 23.20409 0.0515
H -9.27511 17.04291 24.61715 0.3369
H -7.83528 16.43301 23.78219 0.0620
H -7.07911 15.66744 25.49167 0.0564
C -1.27399 10.47900 19.09378 -1.3709
C -1.48669 11.95662 19.36589 0.0534
O -1.43031 12.14748 20.71049 -0.5863
H -1.40837 10.20761 18.04670 0.3957
H -2.04055 10.01303 19.71294 0.3194
H -0.31172 10.16932 19.50151 0.3071
H -2.39342 12.29288 18.86305 0.2421
H -0.63516 12.41599 18.86393 0.2439
H -1.68215 13.04613 20.93543 -0.1570

---

# 2
8
Properties=species:S:1:pos:R:3:mulliken_charge:R:1 method="wB97M-V/def2-TZVPD" orbital_gap_ha=0.341 max_force_ev_per_a=5.5 relative_energy_kcal_mol=12.17 total_charge=-1 homo_ev=-5.6
C -1.86990 0.14559 -0.23697 0.7268
O -2.31698 0.50946 0.78612 -0.4482
O -1.94162 -0.26780 -1.28158 -0.3834
O 0.82281 -1.50998 1.07982 -0.5361
O 0.10296 0.46332 0.06225 -0.4765
O 2.81755 0.20498 0.31338 -0.3296
F 3.28509 0.70497 -1.00265 -0.2474
S 0.98591 -0.67556 -0.10102 0.6944

---

# 3
39
Properties=species:S:1:pos:R:3:mulliken_charge:R:1 method="wB97M-V/def2-TZVPD" orbital_gap_ha="0.262 / 0.174" max_force_ev_per_a=1.9 multiplicity=2 relative_energy_kcal_mol=18.14 total_charge=0 homo_ev="-7.9 / -7.9"
Sn 0.53970 -0.35340 0.08900 1.0697
O 2.13300 0.76740 -1.16670 -0.9003
C 2.78850 1.78390 -0.72260 0.3727
C 4.19980 1.79290 -0.83240 -0.4807
C 4.95170 2.85440 -0.40240 -0.4518
C 4.33230 3.97590 0.14860 -0.6054
C 2.95860 4.01390 0.24180 -0.6695
C 2.16120 2.93740 -0.15980 0.6530
C 0.73860 3.03110 0.00890 -0.3515
N -0.05400 2.04360 0.16560 0.2660
C -1.45790 2.27770 0.34280 -0.8633
C -2.26170 1.33290 -0.55360 -0.7572
N -1.86460 -0.04330 -0.36670 0.1047
C -2.73340 -0.95400 -0.63560 -0.0148
C -2.59760 -2.37300 -0.58090 0.5403
C -3.66040 -3.13940 -1.08940 -0.8120
C -3.63470 -4.51100 -1.08900 -0.6364
C -2.53100 -5.17950 -0.54840 -0.4122
C -1.47420 -4.47220 -0.04420 -0.5630
C -1.45460 -3.05210 -0.04900 0.4244
O -0.43920 -2.43050 0.41840 -0.6088
H 4.66230 0.92180 -1.27300 0.4256
H 6.02860 2.81690 -0.48150 0.3816
H 4.92880 4.80870 0.48730 0.3994
H 2.47900 4.88040 0.67600 0.3642
H 0.32320 4.04750 0.02790 0.2933
H -1.73430 3.31570 0.10270 0.4502
H -1.69800 2.07250 1.39270 0.2033
H -2.06840 1.60250 -1.59920 0.2640
H -3.33280 1.46670 -0.35460 0.4489
H -3.72620 -0.61400 -0.95890 0.2614
H -4.50500 -2.62210 -1.52450 0.3288
H -4.46470 -5.07350 -1.48890 0.3990
H -2.51390 -6.26020 -0.54090 0.3817
H -0.61010 -4.97490 0.36480 0.4401
Cl 1.10840 -1.49040 4.62200 -0.3485
Ge 0.02210 -0.30900 3.12220 0.6926
Cl 0.76990 1.75810 3.52530 -0.3543
Cl -2.00500 -0.23000 3.96360 -0.3351

---

# 4
19
Properties=species:S:1:pos:R:3:mulliken_charge:R:1 method="wB97M-V/def2-TZVPD" orbital_gap_ha=0.283 max_force_ev_per_a=3.3 relative_energy_kcal_mol=0.00 total_charge=+1 homo_ev=-12.5
C -0.99092 2.74824 1.39161 0.0383
C 0.92897 1.26058 0.91472 0.0496
C -0.22680 -0.85734 0.89360 -0.2431
C -0.98178 -0.86363 -0.38176 -0.2131
C 0.95490 -1.72718 -1.80074 -1.0127
C -0.40882 -1.14190 -1.57252 0.0112
N -0.04463 1.91696 1.51806 -0.1747
N 0.96270 -0.06678 0.77947 0.0205
Cl 0.23946 -2.45291 1.49012 -0.0737
Cl -1.27687 3.66642 0.02274 -0.0121
I -3.11052 -0.19594 -0.44045 0.1022
H -1.59683 3.05647 2.25324 0.3674
H 1.89631 1.81676 1.00272 0.3575
H -0.81768 -0.24150 1.59790 0.3992
H 0.82543 -2.70174 -2.27176 0.3553
H 1.51937 -1.80340 -0.82446 0.2143
H 1.45796 -1.07601 -2.65759 0.2687
H -1.12751 -0.84893 -2.41072 0.2837
H 1.79726 -0.48818 0.49583 0.2613

---

# 5
20
Properties=species:S:1:pos:R:3:mulliken_charge:R:1 method="wB97M-V/def2-TZVPD" orbital_gap_ha=0.412 max_force_ev_per_a=2.8 smiles=CCCC.O.O relative_energy_kcal_mol=18.62 total_charge=0 homo_ev=-10.7
C -0.15479 -0.11009 -2.17281 -1.0698
C 0.24776 -1.15259 -1.15652 -0.5474
C 0.76116 -0.61480 0.15121 0.5354
C 1.08153 -1.66391 1.23300 -1.3589
H -0.97049 0.42850 -1.60873 0.2332
H -0.45187 -0.57445 -3.11618 0.3487
H 0.70360 0.56459 -2.42250 0.2547
H 0.94633 -1.89058 -1.62413 0.3563
H -0.64781 -1.83710 -0.99841 0.2783
H 0.07303 0.15027 0.47830 -0.3302
H 1.77888 -0.11601 -0.02928 0.2659
H 0.14689 -1.97363 1.70313 0.3358
H 1.71993 -1.24805 1.99899 0.3580
H 1.26836 -2.62685 0.72057 0.3433
H -1.29293 1.79495 1.81551 0.3023
H -2.64497 1.08259 2.05769 0.3052
O -1.69795 0.97313 2.13451 -0.6346
H -0.52887 3.61575 0.58401 0.3118
H 0.21539 2.34442 0.26669 0.3508
O -0.55317 2.85388 -0.01504 -0.6388